Record 1
Here is C13H31AsBF6N3ReS3 as an isolated structure at a distorted geometry from the OMol25 dataset. Energies are from ωB97M-V/def2-TZVPD.

Positions of all 59 atoms, in Å:
Re (-0.1729, -0.1400, -0.2185)
C (1.9096, 0.8341, 3.8689)
C (0.4211, 0.6612, 3.6153)
S (-0.1447, -0.4668, 2.2811)
C (0.9883, -1.8896, 2.3462)
C (2.2649, -1.8414, 1.5025)
S (2.2953, -0.7497, 0.0226)
C (3.6421, 0.4659, 0.4124)
C (3.9625, 0.8643, 1.8437)
S (2.7510, 1.9215, 2.6818)
H (2.4324, -0.1170, 3.9541)
H (1.9996, 1.3451, 4.8296)
H (-0.0757, 1.6133, 3.4255)
H (-0.0479, 0.2252, 4.5012)
H (0.3551, -2.7143, 2.0251)
H (1.2326, -2.0717, 3.3934)
H (2.4500, -2.8386, 1.1034)
H (3.1360, -1.5689, 2.0912)
H (3.4381, 1.3354, -0.2109)
H (4.5214, -0.0315, -0.0053)
H (4.8606, 1.4837, 1.7799)
H (4.2122, 0.0196, 2.4820)
C (1.0493, -0.0907, -3.1167)
N (-0.2792, 0.0625, -2.4761)
C (-1.2058, -0.9330, -3.0725)
C (-0.8540, 1.4108, -2.7201)
C (-0.1807, 2.4382, -1.8486)
N (-0.3318, 2.0690, -0.4103)
C (0.6394, 2.8875, 0.3452)
C (-1.6881, 2.5004, 0.0557)
H (0.9575, 0.0064, -4.2006)
H (1.4549, -1.0760, -2.8931)
H (1.7478, 0.6659, -2.7632)
H (-1.4099, -0.6626, -4.1109)
H (-2.1550, -0.9528, -2.5384)
H (-0.7477, -1.9192, -3.0674)
H (-1.9232, 1.3707, -2.5056)
H (-0.7411, 1.6890, -3.7710)
H (-0.6171, 3.4212, -2.0368)
H (0.8824, 2.5016, -2.0837)
H (0.5179, 3.9438, 0.0928)
H (1.6558, 2.5944, 0.1056)
H (0.4705, 2.7752, 1.4081)
H (-1.7528, 3.5895, 0.0499)
H (-1.8705, 2.1444, 1.0687)
H (-2.4766, 2.1097, -0.5797)
F (-2.1817, -0.1694, -0.1296)
As (-4.2903, -0.8424, -0.1357)
F (-4.5069, 0.6415, 0.6432)
F (-4.1369, -0.0263, -1.6432)
F (-5.8124, -1.4659, -0.2463)
F (-3.4470, -2.1936, -0.9516)
F (-3.6980, -1.5380, 1.3125)
B (-1.6075, -4.3045, -1.0420)
C (-0.9556, -3.0444, -0.6403)
N (-0.3891, -2.0489, -0.3732)
H (-2.7738, -4.7060, -0.7357)
H (-0.9551, -5.2185, -1.3916)
H (-2.8192, -3.9692, -1.3232)

Results
spin multiplicity = 3
orbital gap (alpha / beta) = 4.08 / 4.62 eV
electronic energy = -4809.815533 Ha
net charge = +3
HOMO level (alpha / beta) = -17.3 / -17.4 eV

Löwdin population analysis, charges in e, atoms 1 to 2: number 1, Re, carries 1.387; number 2, C, carries -0.478

Record 2
Here is a 9-piece molecular cluster, C13H31Br8N5O10 overall at a distorted geometry from the OMol25 dataset. Energies are from ωB97M-V/def2-TZVPD.

Positions of all 67 atoms, in Å:
Br (3.9564, -3.4264, 0.5763)
C (2.9836, -3.1180, 2.3224)
C (2.2276, -4.3882, 2.7366)
Br (1.6114, -4.3208, 4.5583)
H (2.4350, -2.1834, 2.2057)
H (3.6906, -2.8872, 3.1192)
H (2.8588, -5.2326, 2.4595)
H (1.3608, -4.6452, 2.1278)
Br (4.7247, -0.0481, -0.6423)
C (4.9168, 1.6047, -1.6222)
C (3.6120, 1.9578, -2.4255)
Br (3.1296, 0.4921, -3.6462)
H (5.8360, 1.4470, -2.1863)
H (5.2702, 2.3260, -0.8854)
H (3.9634, 2.7720, -3.0593)
H (2.7625, 2.2223, -1.7958)
Br (1.1463, 0.6244, 1.6268)
C (0.9623, -0.2278, -0.1294)
C (-0.4274, -1.0014, -0.1634)
Br (-0.4067, -2.3660, 1.3374)
H (1.7386, -0.9669, -0.3275)
H (0.9489, 0.4907, -0.9489)
H (-0.5549, -1.5135, -1.1171)
H (-1.3200, -0.3796, -0.0939)
Br (-4.9548, 2.1064, 3.0272)
C (-6.2178, 1.0735, 1.8683)
C (-5.9485, 1.4170, 0.3304)
Br (-4.0831, 0.7812, -0.0523)
H (-7.2154, 1.4973, 1.9833)
H (-6.2215, 0.0176, 2.1390)
H (-6.0870, 2.4530, 0.0211)
H (-6.6572, 0.6969, -0.0787)
C (-0.1529, 2.8009, 4.2024)
N (0.0018, 4.2906, 4.2087)
O (-0.7279, 4.9139, 3.4317)
O (0.7605, 4.8985, 4.9697)
H (0.7515, 2.4965, 3.6758)
H (-1.0297, 2.4353, 3.6680)
H (-0.2409, 2.4461, 5.2293)
C (-2.1515, -4.4803, -2.2848)
N (-3.5083, -4.5286, -1.5185)
O (-4.2946, -5.5083, -1.7607)
O (-3.6540, -3.6563, -0.6745)
H (-1.4767, -4.8047, -1.4926)
H (-1.9450, -3.4667, -2.6282)
H (-2.0695, -5.2031, -3.0966)
C (3.9935, 1.8369, 3.1194)
N (4.7199, 0.5692, 3.2816)
O (5.6963, 0.5607, 4.0186)
O (4.3856, -0.3644, 2.5821)
H (4.4605, 2.6630, 3.6555)
H (2.9999, 1.6360, 3.5202)
H (3.9202, 1.8786, 2.0327)
C (-0.7414, -0.7519, -4.9680)
N (-0.0263, -1.8870, -4.2885)
O (0.2820, -1.7195, -3.1290)
O (0.3467, -2.8013, -4.9390)
H (-0.1911, 0.1635, -5.1854)
H (-1.6415, -0.5182, -4.3993)
H (-1.0783, -1.0766, -5.9525)
C (-3.0018, 3.0056, -3.0417)
N (-1.8533, 2.6341, -2.1533)
O (-1.3430, 1.5103, -2.3006)
O (-1.4876, 3.5237, -1.3379)
H (-3.2275, 4.0234, -2.7234)
H (-3.8850, 2.3759, -2.9349)
H (-2.6316, 2.8291, -4.0516)

Results
energy above the lowest of the compared OMol25 structures with the same formula, charge and spin = 277.0 kJ/mol
SMILES = C[N+](=O)[O-].C[N+](=O)[O-].C[N+](=O)[O-].C[N+](=O)[O-].C[N+](=O)[O-].BrCCBr.BrCCBr.BrCCBr.BrCCBr
orbital gap = 9.19 eV
electronic energy = -22131.669088 Ha
net charge = 0
HOMO level = -9.8 eV

natural (NBO) population analysis, charges in e, atoms 1 to 2: number 1, Br, carries -0.047; number 2, C, carries -0.409

Record 3
Here is C13H31CaN2O8P2S4 as an isolated structure from the OMol25 dataset. Energies are from ωB97M-V/def2-TZVPD.

Positions of all 61 atoms, in Å:
Ca (0.5909, 0.0738, 0.7452)
C (2.4851, 1.7397, -2.0535)
C (2.3306, 2.5916, -0.7810)
N (1.0417, 2.4419, -0.1243)
C (-0.0941, 3.2380, -0.5496)
C (-0.5563, 3.0040, -1.9826)
S (-1.1283, 1.3155, -2.3701)
C (0.0446, 0.7952, -3.6534)
C (1.2394, -0.0361, -3.1728)
N (1.8174, 0.4526, -1.9461)
H (3.5590, 1.6275, -2.2497)
H (2.0754, 2.2736, -2.9135)
H (2.5573, 3.6407, -1.0302)
H (3.0748, 2.2609, -0.0543)
H (1.1725, 2.5865, 0.8700)
H (0.1116, 4.3194, -0.4655)
H (-0.9068, 2.9957, 0.1401)
H (0.2257, 3.2595, -2.6970)
H (-1.3938, 3.6758, -2.1754)
H (0.3655, 1.6971, -4.1770)
H (-0.5200, 0.2070, -4.3792)
H (1.9598, -0.0670, -4.0099)
H (0.9183, -1.0610, -2.9915)
H (2.4370, -0.2409, -1.5351)
C (-2.6700, -1.8416, -1.8133)
C (-3.6425, -1.1603, -0.8318)
S (-2.8993, 0.0246, 0.3415)
C (-3.4047, -0.6847, 1.9401)
C (-2.3116, -1.2370, 2.8569)
S (-0.9756, -2.1993, 2.1244)
C (-1.8255, -3.3743, 1.0385)
C (-1.0540, -3.5641, -0.2642)
S (-0.9528, -2.1009, -1.3153)
H (-2.5851, -1.2181, -2.7042)
H (-3.0932, -2.7967, -2.1359)
H (-4.1989, -1.9029, -0.2615)
H (-4.3782, -0.6123, -1.4234)
H (-4.1729, -1.4330, 1.7413)
H (-3.8929, 0.1242, 2.4855)
H (-2.7884, -1.8124, 3.6540)
H (-1.7685, -0.3953, 3.2868)
H (-2.8295, -3.0067, 0.8402)
H (-1.9204, -4.3365, 1.5462)
H (-1.4835, -4.3895, -0.8372)
H (-0.0078, -3.7968, -0.0569)
O (3.5977, -3.4959, 0.2417)
P (3.1711, -1.9421, 0.3360)
O (4.0960, -1.0803, -0.4699)
O (1.7127, -1.8935, -0.0149)
O (3.3617, -1.6440, 1.8906)
P (3.5770, -0.1235, 2.5152)
O (4.9091, 0.3379, 1.7368)
O (3.8175, -0.2379, 3.9582)
O (2.4105, 0.6802, 1.9816)
H (4.5498, -3.5858, 0.3546)
H (4.8184, 0.0435, 0.8032)
C (-0.8748, 2.2058, 3.0156)
O (-0.8444, 1.2606, 2.0187)
H (-1.8224, 2.1888, 3.5939)
H (-0.7914, 3.2458, 2.6337)
H (-0.0614, 2.0902, 3.7529)

Results
energy above the lowest of the compared OMol25 structures with the same formula, charge and spin = 0.0 kJ/mol
orbital gap = 7.37 eV
electronic energy = -4178.977371 Ha
net charge = -1
HOMO level = -5.2 eV

natural (NBO) population analysis, charges in e, atoms 1 to 2: number 1, Ca, carries 1.777; number 2, C, carries -0.230

Record 4
Here is C13H31ClN3O5Zn as an isolated structure at a distorted geometry from the OMol25 dataset. Energies are from ωB97M-V/def2-TZVPD.

Positions of all 54 atoms, in Å:
Zn (0.3332, 0.6744, 0.5832)
Cl (0.2667, 2.8252, 1.5205)
C (2.1572, 1.8535, -1.7440)
O (2.0466, 0.9675, -0.6183)
C (3.3680, 0.7566, 0.0068)
C (3.1805, -0.0697, 1.2834)
O (1.9267, 0.1987, 1.8547)
C (1.8711, -0.2704, 3.1619)
H (2.7862, 1.5219, -2.5702)
H (2.5750, 2.8057, -1.4173)
H (1.1549, 1.9911, -2.1497)
H (3.7955, 1.7176, 0.2929)
H (3.9934, 0.2245, -0.7100)
H (3.9593, 0.3123, 1.9435)
H (3.4292, -1.1244, 1.1660)
H (2.0958, -1.3318, 3.2667)
H (0.8630, -0.0155, 3.4889)
H (2.5048, 0.2262, 3.8967)
C (-2.0020, -0.4272, -2.6371)
C (-1.5666, 0.8876, -2.0151)
O (-0.9345, 0.9129, -0.9316)
N (-1.8397, 2.0654, -2.5471)
C (-1.6572, 3.3902, -2.0027)
H (-1.2924, -1.2545, -2.6531)
H (-2.3835, -0.2576, -3.6439)
H (-2.8682, -0.7683, -2.0701)
H (-2.4882, 2.0112, -3.3195)
H (-1.4426, 3.2732, -0.9405)
H (-2.5855, 3.9579, -2.0661)
H (-0.8048, 3.9387, -2.4033)
C (0.1568, -3.5158, 0.2943)
C (0.8583, -2.3581, -0.4956)
O (0.7286, -1.1392, -0.1781)
N (1.5007, -2.7272, -1.5688)
C (2.1696, -1.8398, -2.5060)
H (0.2854, -4.4512, -0.2503)
H (-0.9028, -3.2675, 0.3547)
H (0.6927, -3.6000, 1.2398)
H (1.6629, -3.7128, -1.7179)
H (3.2273, -1.7405, -2.2621)
H (1.6891, -0.8695, -2.6315)
H (2.1229, -2.3731, -3.4555)
C (-2.2093, -1.2664, 3.4851)
C (-2.1477, -0.2676, 2.3488)
O (-1.1564, -0.0946, 1.6448)
N (-3.2905, 0.4220, 2.1603)
C (-3.7283, 1.3269, 1.0421)
H (-1.2401, -1.7595, 3.5599)
H (-3.0203, -1.9936, 3.5257)
H (-2.3455, -0.6996, 4.4062)
H (-4.0479, 0.3019, 2.8176)
H (-3.0428, 2.1742, 1.0553)
H (-4.7697, 1.6479, 1.0185)
H (-3.6350, 0.8101, 0.0870)

Results
energy above the lowest of the compared OMol25 structures with the same formula, charge and spin = 164.2 kJ/mol
orbital gap = 9.00 eV
electronic energy = -3293.801971 Ha
net charge = +1
HOMO level = -11.1 eV

natural (NBO) population analysis, charges in e, atoms 1 to 2: number 1, Zn, carries 1.703; number 2, Cl, carries -0.852

Record 5
Here is C13H31F3GaO8S as an isolated structure from the OMol25 dataset. Energies are from ωB97M-V/def2-TZVPD.

Positions of all 57 atoms, in Å:
O (0.5603, -6.6863, 3.1128)
S (-0.0413, -6.0297, 1.9569)
O (0.1142, -6.6480, 0.6455)
Ga (-2.3376, -5.3122, 2.3861)
C (1.1274, -4.5274, 1.7860)
F (1.4147, -4.2448, 0.5029)
F (2.2984, -4.7421, 2.3951)
F (0.5853, -3.4186, 2.3309)
H (-2.2649, -3.7440, 2.5828)
H (-3.0400, -5.7770, 1.0483)
H (-2.6742, -6.1503, 3.6796)
C (1.0094, 3.7521, -3.6167)
O (1.4201, 2.4611, -3.2450)
C (2.0185, 1.7519, -4.3127)
C (2.7669, 0.5412, -3.8026)
O (4.0256, 0.8457, -3.2234)
C (3.9988, 1.3331, -1.8910)
C (3.7898, 0.2630, -0.8432)
O (2.4398, -0.1346, -0.8253)
C (2.2525, -1.3611, -0.1367)
H (0.2533, 3.7252, -4.4117)
H (0.5751, 4.2226, -2.7361)
H (1.8556, 4.3563, -3.9666)
H (2.7121, 2.4058, -4.8588)
H (1.2432, 1.4133, -5.0155)
H (2.9923, -0.0921, -4.6632)
H (2.1366, -0.0200, -3.1099)
H (3.2366, 2.1080, -1.7749)
H (4.9813, 1.7807, -1.7264)
H (4.0804, 0.6766, 0.1357)
H (4.4411, -0.5963, -1.0517)
H (2.8025, -2.1731, -0.6212)
H (1.1905, -1.5945, -0.1488)
H (2.5870, -1.2808, 0.9040)
C (-5.3341, 2.2345, 2.9425)
O (-4.0353, 1.8252, 2.6060)
C (-3.9540, 0.4236, 2.3885)
C (-2.6832, 0.0546, 1.6659)
O (-2.7187, 0.3508, 0.2770)
C (-2.3930, 1.6709, -0.1039)
C (-0.9054, 1.9426, -0.1019)
O (-0.4364, 2.2199, 1.2084)
C (0.9407, 1.9435, 1.3265)
H (-5.6819, 1.7658, 3.8724)
H (-5.3135, 3.3148, 3.0815)
H (-6.0512, 1.9891, 2.1490)
H (-4.8140, 0.0895, 1.7936)
H (-3.9778, -0.1063, 3.3503)
H (-2.5700, -1.0273, 1.7321)
H (-1.8229, 0.5245, 2.1499)
H (-2.9134, 2.4147, 0.5073)
H (-2.7399, 1.7600, -1.1367)
H (-0.6936, 2.8050, -0.7522)
H (-0.3837, 1.0752, -0.5229)
H (1.1435, 0.8763, 1.2080)
H (1.2690, 2.2706, 2.3123)
H (1.5170, 2.4790, 0.5610)

Results
orbital gap = 7.95 eV
electronic energy = -3738.322652 Ha
net charge = -1
HOMO level = -5.6 eV

natural (NBO) population analysis, charges in e, atoms 1 to 2: number 1, O, carries -0.976; number 2, S, carries 1.642